# 1
Computed, not measured: a molecular structure, C18H47MnNO4Si2 at a distorted geometry, with ωB97M-V/def2-TZVPD.

CARTESIAN COORDINATES (ANGSTROEM)
1 O -2.17 -1.49 -3.13
2 O 0.92 1.48 -6.41
3 C -0.99 -2.33 -3.24
4 C -1.28 -3.80 -3.14
5 H -0.28 -2.05 -2.44
6 H -0.49 -2.12 -4.19
7 H -1.37 -4.10 -2.10
8 H -0.39 -4.30 -3.54
9 H -2.14 -4.14 -3.74
10 C -2.10 -0.44 -4.13
11 C -1.86 -0.86 -5.59
12 H -1.27 0.26 -3.87
13 H -3.06 0.10 -4.05
14 H -0.81 -0.67 -5.87
15 H -2.49 -0.22 -6.23
16 H -2.09 -1.92 -5.82
17 C 0.53 2.46 -5.46
18 C 2.32 1.26 -6.37
19 C -0.91 2.87 -5.70
20 H 1.16 3.36 -5.54
21 H 0.66 2.03 -4.44
22 H -1.03 3.29 -6.71
23 H -1.17 3.66 -4.98
24 H -1.61 2.04 -5.58
25 C 2.78 0.53 -7.63
26 H 2.56 0.66 -5.47
27 H 2.87 2.21 -6.32
28 H 2.17 -0.35 -7.83
29 H 3.83 0.24 -7.53
30 H 2.70 1.20 -8.50
31 H 2.39 -0.33 -1.18
32 Mn -1.63 -0.24 -0.49
33 C 3.17 -0.58 -1.87
34 Si 4.61 0.41 -1.22
35 H 3.29 -1.68 -1.86
36 H 2.90 -0.23 -2.88
37 C 6.16 -0.22 -2.08
38 C 4.78 0.13 0.65
39 C 4.36 2.25 -1.56
40 C -3.04 -1.62 -0.16
41 Si -4.33 -0.27 -0.43
42 H -2.95 -2.10 0.83
43 H -3.01 -2.39 -0.95
44 C -5.45 -0.82 -1.83
45 C -3.57 1.37 -0.96
46 C -5.08 0.01 1.28
47 H 3.64 2.42 -2.38
48 H 5.29 2.74 -1.87
49 H 3.98 2.77 -0.68
50 H 6.29 -1.30 -1.93
51 H 7.06 0.28 -1.70
52 H 6.11 -0.06 -3.16
53 H 4.11 -0.68 0.99
54 H 4.53 1.03 1.24
55 H 5.80 -0.20 0.92
56 H -3.88 1.53 -2.00
57 H -2.49 1.65 -0.88
58 H -4.14 2.08 -0.35
59 H -6.17 0.01 1.22
60 H -4.73 0.97 1.68
61 H -4.75 -0.79 1.96
62 H -6.49 -0.52 -1.64
63 H -5.39 -1.91 -1.95
64 H -5.11 -0.36 -2.77
65 N -0.99 -0.01 1.72
66 C 0.01 1.04 1.94
67 C 0.54 1.48 0.56
68 O 1.51 2.24 0.55
69 O -0.07 1.02 -0.48
70 H -1.78 0.15 2.35
71 H -0.58 -0.89 2.03
72 H -0.42 1.92 2.43
73 H 0.88 0.67 2.51

Summary:
2S+1 = 6
LUMO energy (spin up / spin down) = 0.28 / 0.10 eV
<S²> = 8.763
Relative energy (zero: lowest compared OMol25 entry of this formula, charge and spin) = 0.000 eV
Frontier orbital gap (spin up / spin down) = 7.7 / 8.3 eV

Atomic partial charges in e from the Mulliken method, atoms 1 to 2: number 1, O, carries -0.12; number 2, O, carries -0.35

# 2
Computed, not measured: a molecular structure, C18H48AsF6O18S6 at a distorted geometry, with ωB97M-V/def2-TZVPD.

CARTESIAN COORDINATES (ANGSTROEM)
1 As 0.65 0.33 -0.11
2 F 0.24 2.00 0.00
3 F 1.68 0.67 -1.51
4 F 1.14 -1.35 -0.18
5 F -0.53 -0.09 1.10
6 F -0.62 -0.05 -1.29
7 F 1.95 0.59 1.03
8 O -4.78 3.25 -0.48
9 S -4.43 1.85 -0.54
10 O -5.47 0.85 -0.40
11 O -3.66 1.57 -1.93
12 C -2.66 2.49 -2.34
13 C -3.20 3.37 -3.47
14 C -3.07 1.52 0.63
15 H -1.79 1.93 -2.68
16 H -2.25 3.15 -1.56
17 H -3.58 2.78 -4.30
18 H -2.41 4.07 -3.75
19 H -4.02 3.95 -3.04
20 H -2.14 2.05 0.44
21 H -2.89 0.46 0.55
22 H -3.54 1.65 1.61
23 O 3.40 -1.95 3.12
24 S 4.72 -1.89 2.52
25 O 5.84 -1.72 3.39
26 O 4.97 -3.26 1.67
27 C 3.82 -3.92 1.18
28 C 4.16 -5.31 0.63
29 C 4.80 -0.68 1.21
30 H 3.40 -3.35 0.34
31 H 2.96 -4.01 1.85
32 H 4.39 -6.03 1.42
33 H 4.92 -5.28 -0.15
34 H 3.26 -5.68 0.13
35 H 4.45 0.20 1.75
36 H 4.00 -0.92 0.50
37 H 5.79 -0.69 0.78
38 O 3.29 5.58 2.65
39 S 2.34 4.73 1.98
40 O 1.66 3.68 2.72
41 O 1.19 5.62 1.24
42 C -0.13 5.09 1.17
43 C -0.90 5.76 0.05
44 C 3.07 4.04 0.50
45 H -0.64 5.06 2.14
46 H -0.06 4.03 0.91
47 H -1.92 5.38 0.04
48 H -0.47 5.39 -0.89
49 H -0.80 6.84 -0.06
50 H 3.69 4.67 -0.12
51 H 2.20 3.65 -0.02
52 H 3.68 3.21 0.86
53 O -3.39 -0.89 5.52
54 S -2.52 -0.49 4.43
55 O -2.97 -0.51 3.08
56 O -1.98 1.00 4.86
57 C -1.12 1.73 3.93
58 C -0.65 2.92 4.73
59 C -1.01 -1.47 4.63
60 H -1.75 2.03 3.09
61 H -0.34 1.04 3.61
62 H -1.51 3.37 5.23
63 H -0.17 3.70 4.14
64 H 0.10 2.66 5.48
65 H -1.13 -2.41 4.11
66 H -0.94 -1.60 5.71
67 H -0.15 -0.90 4.28
68 O -3.13 -4.22 -0.57
69 S -1.79 -4.45 -0.12
70 O -1.54 -5.61 0.68
71 O -0.82 -4.42 -1.45
72 C 0.58 -4.61 -1.21
73 C 1.34 -4.06 -2.39
74 C -1.21 -2.90 0.62
75 H 0.79 -5.66 -0.99
76 H 0.90 -4.05 -0.33
77 H 2.40 -4.32 -2.24
78 H 1.22 -2.98 -2.46
79 H 1.09 -4.44 -3.38
80 H -0.30 -2.96 1.20
81 H -1.99 -2.53 1.27
82 H -1.10 -2.26 -0.25
83 O 0.79 -2.14 -5.63
84 S -0.03 -0.96 -5.91
85 O -0.39 -0.57 -7.25
86 O -1.41 -1.11 -5.10
87 C -1.34 -1.80 -3.83
88 C -2.70 -1.96 -3.19
89 C 0.72 0.40 -4.97
90 H -0.74 -1.19 -3.16
91 H -0.91 -2.79 -3.95
92 H -3.25 -1.02 -3.03
93 H -2.50 -2.33 -2.19
94 H -3.40 -2.56 -3.76
95 H 0.04 1.25 -4.90
96 H 1.53 0.79 -5.59
97 H 1.02 0.00 -4.01

Summary:
Net charge = -1
LUMO energy = 1.98 eV
Relative energy (zero: lowest compared OMol25 entry of this formula, charge and spin) = 0.000 eV
Frontier orbital gap = 11.1 eV

Atomic partial charges in e from the Mulliken method, atoms 1 to 2: number 1, As, carries 1.96; number 2, F, carries -0.55

# 3
Computed, not measured: 7 unconnected molecules or ions with the total composition C18H48Br6O16P4 at a distorted geometry, with ωB97M-V/def2-TZVPD.

CARTESIAN COORDINATES (ANGSTROEM)
1 Br -7.60 -1.07 10.68
2 C -6.19 -1.29 9.32
3 C -6.57 -0.57 8.02
4 Br -4.98 -0.54 6.87
5 H -5.89 -2.34 9.29
6 H -5.30 -0.85 9.76
7 H -6.83 0.45 8.29
8 H -7.39 -1.10 7.52
9 Br 1.48 1.56 0.45
10 C 1.76 -0.11 1.42
11 C 2.95 -0.12 2.34
12 Br 2.81 -1.69 3.54
13 H 1.79 -0.89 0.66
14 H 0.83 -0.17 1.98
15 H 3.01 0.75 2.99
16 H 3.92 -0.15 1.85
17 Br 2.60 -9.42 9.78
18 C 1.32 -8.17 10.60
19 C 1.94 -6.79 10.46
20 Br 0.65 -5.37 10.91
21 H 1.01 -8.51 11.58
22 H 0.32 -8.31 10.20
23 H 2.29 -6.56 9.45
24 H 2.76 -6.65 11.16
25 C -4.33 -1.35 -4.82
26 O -3.85 -1.31 -6.17
27 P -4.80 -1.66 -7.41
28 O -6.16 -1.14 -7.52
29 O -3.89 -1.26 -8.73
30 C -3.56 0.11 -8.99
31 O -4.66 -3.30 -7.52
32 C -5.85 -4.06 -7.31
33 H -5.28 -0.84 -4.93
34 H -3.72 -0.74 -4.15
35 H -4.40 -2.38 -4.46
36 H -3.42 0.48 -10.00
37 H -2.68 0.48 -8.47
38 H -4.41 0.69 -8.64
39 H -5.52 -5.06 -7.04
40 H -6.23 -4.31 -8.29
41 H -6.51 -3.72 -6.51
42 C 4.04 -5.39 -3.18
43 O 2.86 -6.20 -3.26
44 P 2.34 -6.89 -4.58
45 O 3.41 -7.66 -5.32
46 O 1.71 -5.66 -5.46
47 C 1.78 -5.67 -6.86
48 O 1.02 -7.80 -4.27
49 C 0.11 -7.53 -3.17
50 H 4.87 -5.91 -3.65
51 H 4.12 -5.31 -2.10
52 H 3.88 -4.38 -3.56
53 H 2.31 -6.54 -7.26
54 H 2.18 -4.76 -7.31
55 H 0.75 -5.71 -7.20
56 H 0.15 -8.28 -2.38
57 H -0.96 -7.52 -3.41
58 H 0.35 -6.58 -2.70
59 C 0.77 11.09 -9.31
60 O 1.23 9.86 -8.75
61 P 0.25 8.54 -8.74
62 O -0.81 8.40 -9.76
63 O -0.27 8.50 -7.17
64 C -0.53 7.26 -6.56
65 O 1.38 7.36 -8.74
66 C 1.38 6.56 -9.90
67 H 1.53 11.84 -9.50
68 H -0.15 11.50 -8.88
69 H 0.33 10.75 -10.25
70 H -1.37 7.36 -5.87
71 H 0.22 7.17 -5.78
72 H -0.69 6.33 -7.11
73 H 2.32 6.80 -10.40
74 H 0.59 6.89 -10.58
75 H 1.28 5.53 -9.57
76 C 5.08 2.55 9.55
77 O 3.99 2.58 10.40
78 P 2.88 3.73 10.12
79 O 2.21 3.53 8.82
80 O 1.96 3.63 11.38
81 C 1.73 2.44 12.20
82 O 3.72 5.10 10.25
83 C 3.51 6.14 9.32
84 H 5.84 1.80 9.78
85 H 5.67 3.46 9.50
86 H 4.68 2.39 8.55
87 H 1.33 2.99 13.06
88 H 2.54 1.79 12.53
89 H 0.85 1.90 11.87
90 H 4.01 5.88 8.38
91 H 3.79 7.15 9.59
92 H 2.45 6.21 9.09

Summary:
Structure (SMILES) = COP(=O)(OC)OC.COP(=O)(OC)OC.COP(=O)(OC)OC.COP(=O)(OC)OC.BrCCBr.BrCCBr.BrCCBr
LUMO energy = 0.26 eV
Relative energy (zero: lowest compared OMol25 entry of this formula, charge and spin) = 4.532 eV
Frontier orbital gap = 10.7 eV

Atomic partial charges in e from the Mulliken method, atoms 1 to 2: number 1, Br, carries -0.16; number 2, C, carries -0.68

# 4
Computed, not measured: 12 unconnected molecules or ions with the total composition C18H48BrN25O13S at a distorted geometry, with ωB97M-V/def2-TZVPD.

CARTESIAN COORDINATES (ANGSTROEM)
1 O -3.91 2.40 2.69
2 N -4.24 1.27 2.28
3 O -4.83 1.41 1.05
4 C -4.12 0.37 0.24
5 C -2.54 0.91 0.17
6 C -2.35 2.47 -0.30
7 C -0.84 3.11 -0.35
8 C 0.45 2.14 0.07
9 Br 2.33 2.85 0.06
10 C 0.17 0.57 0.52
11 N 1.13 -0.52 0.96
12 S 0.23 -1.99 1.38
13 N -1.44 -1.57 1.07
14 C -1.33 -0.12 0.60
15 H -4.59 0.23 -0.83
16 H -4.12 -0.61 0.89
17 H -3.29 3.13 -0.59
18 H -0.72 4.24 -0.65
19 C -3.47 -3.31 3.83
20 O -3.68 -4.09 2.90
21 N -3.82 -3.59 5.10
22 N -2.88 -2.12 3.66
23 H -3.66 -2.96 5.87
24 H -4.27 -4.48 5.27
25 H -2.60 -1.87 2.72
26 H -2.70 -1.47 4.40
27 C -8.82 2.38 1.52
28 O -9.83 1.76 1.83
29 N -8.85 3.65 1.07
30 N -7.59 1.85 1.61
31 H -8.04 4.17 0.82
32 H -9.76 4.08 0.99
33 H -7.52 0.90 1.95
34 H -6.75 2.34 1.37
35 C -1.61 -7.42 4.62
36 O -1.08 -8.52 4.58
37 N -1.91 -6.80 5.77
38 N -1.94 -6.73 3.51
39 H -2.34 -5.89 5.83
40 H -1.68 -7.28 6.63
41 H -1.73 -7.16 2.62
42 H -2.37 -5.82 3.52
43 C 5.18 5.71 -0.58
44 O 4.75 4.67 -0.09
45 N 4.87 6.10 -1.83
46 N 5.98 6.55 0.09
47 H 5.21 6.94 -2.25
48 H 4.27 5.49 -2.37
49 H 6.24 6.29 1.03
50 H 6.34 7.41 -0.30
51 C 0.77 -7.91 -0.14
52 O 0.19 -7.53 -1.14
53 N 0.15 -8.55 0.87
54 N 2.09 -7.71 0.05
55 H 0.61 -8.87 1.70
56 H -0.84 -8.71 0.77
57 H 2.59 -7.24 -0.68
58 H 2.59 -8.02 0.87
59 C 0.31 -3.17 6.09
60 O -0.04 -3.28 7.25
61 N 0.02 -4.08 5.14
62 N 1.03 -2.12 5.64
63 H 0.30 -4.01 4.18
64 H -0.52 -4.88 5.43
65 H 1.27 -1.41 6.32
66 H 1.34 -2.01 4.69
67 C 4.74 9.57 -3.05
68 O 5.38 8.54 -3.15
69 N 5.18 10.63 -2.35
70 N 3.54 9.74 -3.63
71 H 4.66 11.49 -2.25
72 H 6.08 10.54 -1.89
73 H 3.17 8.97 -4.17
74 H 2.99 10.58 -3.56
75 C 4.87 0.25 -2.74
76 O 4.33 -0.61 -3.42
77 N 6.09 0.74 -3.03
78 N 4.30 0.79 -1.65
79 H 6.56 1.45 -2.49
80 H 6.56 0.36 -3.84
81 H 3.38 0.46 -1.40
82 H 4.73 1.50 -1.08
83 C 0.60 -5.08 -3.94
84 O 0.83 -4.44 -2.93
85 N 0.30 -6.39 -3.93
86 N 0.62 -4.53 -5.17
87 H 0.10 -6.93 -4.76
88 H 0.27 -6.85 -3.03
89 H 0.84 -3.54 -5.23
90 H 0.44 -5.03 -6.02
91 C 8.68 -1.86 -4.81
92 O 8.46 -0.77 -4.30
93 N 7.94 -2.95 -4.54
94 N 9.69 -2.07 -5.67
95 H 8.11 -3.86 -4.94
96 H 7.17 -2.84 -3.89
97 H 10.27 -1.28 -5.90
98 H 9.89 -2.96 -6.10
99 C -7.68 6.74 -1.16
100 O -7.33 6.49 -0.02
101 N -6.80 6.96 -2.16
102 N -8.97 6.83 -1.53
103 H -7.07 7.18 -3.11
104 H -5.82 6.91 -1.93
105 H -9.66 6.67 -0.81
106 H -9.28 7.04 -2.46

Summary:
Structure (SMILES) = O=NOCc1ccc(Br)c2nsnc12.NC(N)=O.NC(N)=O.NC(N)=O.NC(N)=O.NC(N)=O.NC(N)=O.NC(N)=O.NC(N)=O.NC(N)=O.NC(N)=O.NC(N)=O
LUMO energy = -1.99 eV
Frontier orbital gap = 6.5 eV

Atomic partial charges in e from the Mulliken method, atoms 1 to 2: number 1, O, carries -0.34; number 2, N, carries 0.22

# 5
Computed, not measured: 10 unconnected molecules or ions with the total composition C18H48F12N9O18PS6 at a distorted geometry, with ωB97M-V/def2-TZVPD.

CARTESIAN COORDINATES (ANGSTROEM)
1 C 0.60 6.71 -8.31
2 C 0.75 6.31 -6.81
3 O 1.78 6.46 -6.21
4 N -0.34 5.43 -6.21
5 H -0.57 5.77 -5.29
6 H -1.17 5.62 -6.75
7 C -0.08 3.90 -6.48
8 H -0.41 6.77 -8.71
9 H 1.12 6.04 -9.00
10 H 1.02 7.72 -8.38
11 H 0.15 3.88 -7.55
12 H -0.94 3.30 -6.16
13 H 0.82 3.71 -5.91
14 C -2.08 -1.59 6.51
15 C -0.64 -1.54 6.46
16 O 0.07 -2.52 6.65
17 N -0.04 -0.11 6.30
18 H 0.41 0.00 5.40
19 H -0.67 0.68 6.34
20 C 1.00 0.36 7.31
21 H -2.41 -1.49 7.54
22 H -2.46 -2.58 6.26
23 H -2.48 -0.85 5.81
24 H 1.71 -0.46 7.40
25 H 0.49 0.41 8.28
26 H 1.55 1.27 7.07
27 C -0.57 -11.23 -4.84
28 C 0.21 -9.94 -4.64
29 O 1.33 -9.85 -5.15
30 N -0.48 -8.72 -4.07
31 H -1.03 -8.32 -4.82
32 H -1.11 -8.91 -3.30
33 C 0.55 -7.61 -3.70
34 H -1.61 -11.00 -5.08
35 H -0.52 -11.70 -3.86
36 H -0.07 -11.88 -5.56
37 H -0.04 -6.99 -3.04
38 H 0.91 -7.18 -4.63
39 H 1.32 -8.08 -3.09
40 C 6.66 -2.11 3.05
41 C 6.34 -0.63 3.22
42 O 6.47 0.12 4.19
43 N 5.72 0.07 2.02
44 H 5.96 -0.41 1.17
45 H 4.74 0.30 2.11
46 C 6.43 1.46 1.77
47 H 7.35 -2.50 3.80
48 H 7.05 -2.27 2.04
49 H 5.78 -2.75 3.07
50 H 7.52 1.47 1.76
51 H 6.04 1.97 2.65
52 H 5.99 1.70 0.80
53 C -8.32 -7.10 -3.53
54 C -7.78 -5.93 -2.71
55 O -8.54 -5.21 -2.10
56 N -6.27 -5.57 -2.92
57 H -5.65 -6.19 -2.40
58 H -5.90 -5.68 -3.85
59 C -6.15 -4.09 -2.58
60 H -9.39 -7.21 -3.38
61 H -7.94 -8.05 -3.17
62 H -8.06 -6.91 -4.57
63 H -5.08 -3.91 -2.57
64 H -6.58 -3.85 -1.61
65 H -6.48 -3.42 -3.38
66 C 6.44 8.80 6.22
67 C 5.08 9.23 6.74
68 O 4.02 8.87 6.29
69 N 5.14 10.22 7.90
70 H 5.11 9.77 8.80
71 H 6.05 10.65 7.97
72 C 4.06 11.31 7.87
73 H 6.86 9.61 5.62
74 H 6.23 7.95 5.58
75 H 7.20 8.36 6.86
76 H 3.92 11.41 8.94
77 H 3.09 10.93 7.55
78 H 4.38 12.21 7.35
79 P 5.31 -1.60 -3.46
80 F 4.69 -2.55 -2.25
81 F 5.85 -3.01 -4.11
82 F 4.01 -1.97 -4.33
83 F 5.92 -0.74 -4.72
84 F 4.48 -0.29 -2.89
85 F 6.69 -1.35 -2.55
86 N -7.01 8.47 -2.37
87 S -6.23 9.52 -3.47
88 O -5.03 9.24 -4.13
89 O -6.32 10.97 -3.14
90 F -7.21 9.38 -4.69
91 S -5.68 8.33 -1.61
92 O -5.15 9.54 -0.92
93 O -4.71 7.29 -2.02
94 F -6.50 7.70 -0.36
95 N 0.57 1.69 1.47
96 S 0.08 3.05 1.22
97 O -1.29 3.37 1.51
98 O 0.68 3.77 0.11
99 F 0.80 3.56 2.52
100 S -0.57 0.95 0.51
101 O -0.62 1.22 -0.89
102 O -1.83 0.67 1.23
103 F 0.13 -0.54 0.50
104 N -3.54 -8.58 0.42
105 S -3.46 -8.09 1.92
106 O -2.24 -8.35 2.68
107 O -4.72 -7.76 2.58
108 F -3.20 -6.54 1.41
109 S -4.21 -10.07 0.97
110 O -5.60 -9.97 1.43
111 O -3.35 -10.99 1.64
112 F -4.25 -10.76 -0.52

Summary:
Net charge = +2
LUMO energy = -5.11 eV
Frontier orbital gap = 4.5 eV

Atomic partial charges in e from the Mulliken method, atoms 1 to 2: number 1, C, carries -0.98; number 2, C, carries 0.44